Density functional theory data (ωB97M-V/def2-TZVPD) for the molecule C18H21N5O4 in a non-equilibrium geometry.

Last column: Löwdin charge in e.
Element x y z (Å)
C: -1.013 1.654 -0.338  -0.165
O: -1.711 0.648 -0.813  -0.143
C: -3.090 0.459 -0.300  -0.187
C: -3.772 1.422 0.098  -0.007
C: -5.135 1.440 0.827  -0.062
C: -5.871 2.835 1.562  0.050
C: -5.813 0.174 0.946  0.008
C: -5.118 -0.790 0.130  0.000
C: -3.869 -0.718 -0.377  -0.134
O: -3.309 -1.991 -0.764  -0.002
C: -2.254 -1.825 -1.527  -0.273
C: -1.015 -1.747 -0.901  -0.112
C: 0.395 -1.886 -1.368  0.117
C: 1.147 -1.450 -0.034  -0.224
C: 2.618 -1.454 0.086  -0.474
O: 3.318 -1.515 -0.806  0.164
N: 3.058 -0.759 1.200  0.048
C: 4.226 -0.349 1.428  -0.493
C: 4.590 -0.559 3.100  0.079
C: 4.294 0.995 1.252  -0.125
N: 3.905 1.627 -0.120  -0.053
C: 4.521 1.497 -1.101  -0.362
N: 3.860 1.709 -2.176  0.099
C: 2.605 1.899 -1.758  -0.227
N: 2.544 1.595 -0.532  0.118
N: 0.331 -1.602 0.855  0.018
O: -0.984 -1.819 0.662  0.036
H: -1.187 2.547 -0.981  0.109
H: -1.040 1.743 0.694  0.079
H: 0.091 1.229 -0.636  0.124
H: -3.142 2.492 0.236  0.179
H: -5.254 3.117 2.188  -0.039
H: -5.837 3.394 0.584  0.091
H: -6.844 2.606 1.597  0.017
H: -6.638 0.133 1.348  0.010
H: -5.700 -1.644 0.342  0.109
H: -2.222 -3.017 -1.703  0.218
H: -2.238 -1.258 -2.356  0.120
H: 0.764 -1.693 -2.431  0.123
H: 2.192 -0.655 2.056  0.274
H: 5.022 -0.807 0.786  0.184
H: 4.674 -1.613 3.170  0.076
H: 5.657 -0.251 3.290  0.104
H: 4.041 -0.002 3.415  -0.101
H: 3.548 1.607 1.935  0.160
H: 5.329 1.783 1.446  0.212
H: 5.644 1.307 -1.261  0.176
H: 1.740 1.990 -2.268  0.078

## Properties
E_LUMO = 0.740 eV
relative energy (zero: lowest compared OMol25 entry of this formula, charge and spin) = 21.550 eV
frontier orbital gap = 9.324 eV
structure (SMILES) = COc1cc(C)ccc1OCc1cc(C(=O)N[C@H](C)Cn2cncn2)no1
E_tot = -34627.542 eV
highest occupied orbital energy = -8.6 eV


Density functional theory data (ωB97M-V/def2-TZVPD) for the molecule C18H21NOS.

Last column: Löwdin charge in e.
Element x y z (Å)
C: -0.365 0.740 5.310  -0.117
C: -1.243 0.315 4.141  -0.275
C: -0.640 0.733 2.802  -0.206
C: -1.521 0.306 1.627  -0.185
N: -0.937 0.678 0.357  0.071
C: -0.238 -0.209 -0.391  -0.547
O: -0.194 -1.394 -0.165  0.074
C: 0.508 0.473 -1.542  -0.449
S: 0.925 -0.742 -2.851  1.030
C: -0.610 -1.578 -3.127  -0.523
C: -1.849 -1.010 -2.871  -0.097
C: -3.000 -1.732 -3.132  -0.082
C: -2.926 -3.007 -3.665  -0.095
C: -1.687 -3.565 -3.937  -0.087
C: -0.532 -2.857 -3.667  -0.112
C: 1.780 1.039 -0.977  -0.276
C: 2.047 2.400 -1.046  -0.041
C: 3.207 2.911 -0.490  -0.083
C: 4.105 2.069 0.141  -0.088
C: 3.843 0.710 0.212  -0.069
C: 2.687 0.196 -0.344  -0.043
H: -0.246 1.822 5.326  0.070
H: 0.621 0.290 5.229  0.072
H: -0.808 0.430 6.253  0.067
H: -2.234 0.763 4.247  0.108
H: -1.367 -0.770 4.154  0.111
H: 0.345 0.277 2.685  0.119
H: -0.510 1.818 2.783  0.115
H: -1.630 -0.780 1.613  0.124
H: -2.512 0.764 1.708  0.124
H: -0.810 1.664 0.188  0.143
H: -0.095 1.267 -1.991  0.107
H: -1.932 -0.013 -2.465  0.100
H: -3.962 -1.288 -2.920  0.103
H: -3.829 -3.564 -3.866  0.099
H: -1.619 -4.559 -4.352  0.103
H: 0.438 -3.286 -3.865  0.100
H: 1.351 3.061 -1.543  0.112
H: 3.408 3.971 -0.552  0.102
H: 5.009 2.470 0.575  0.101
H: 4.543 0.049 0.701  0.105
H: 2.476 -0.862 -0.295  0.115

## Properties
E_LUMO = 0.692 eV
relative energy (zero: lowest compared OMol25 entry of this formula, charge and spin) = 0.403 eV
frontier orbital gap = 8.734 eV
structure (SMILES) = CCCCNC(=O)[C@H](Sc1ccccc1)c1ccccc1
E_tot = -33380.440 eV
highest occupied orbital energy = -8.0 eV


Density functional theory data (ωB97M-V/def2-TZVPD) for a structure of composition C18H22BeBr6F12NO11 in a non-equilibrium geometry.

Last column: Löwdin charge in e.
Element x y z (Å)
Be: 0.477 1.539 1.961  1.264
N: 0.712 -0.383 -0.606  -0.634
O: 1.410 0.532 -0.196  0.024
O: -0.197 -0.735 0.037  0.015
O: 0.827 -0.965 -1.676  0.070
C: -3.311 0.311 -2.000  -1.407
Br: -3.622 1.655 -3.522  0.567
Br: -3.753 -1.502 -2.670  0.552
Br: -4.601 0.792 -0.626  0.685
H: -2.364 0.235 -1.467  -0.037
C: 0.720 -3.525 -4.288  -1.552
Br: 0.889 -3.595 -6.215  0.587
Br: 1.472 -5.104 -3.412  0.532
Br: -1.167 -3.457 -3.654  0.478
H: 1.190 -2.586 -3.994  -0.047
C: 0.079 -4.789 1.381  -0.032
C: 0.240 -3.283 1.649  -0.173
O: -0.099 -3.022 3.041  0.023
C: -0.082 -1.830 3.741  -0.217
O: 0.376 -0.742 3.209  0.007
C: -0.837 -1.837 5.055  -0.565
F: -1.305 -0.611 5.235  0.170
F: -1.896 -2.615 5.107  0.210
F: 0.000 -2.187 6.072  0.171
H: 0.833 -5.365 1.917  0.082
H: 0.140 -5.074 0.330  0.083
H: -0.888 -5.092 1.782  0.085
H: -0.483 -2.769 1.016  0.098
H: 1.224 -2.881 1.409  0.129
C: 3.767 -0.203 -3.557  -0.048
C: 4.087 -0.914 -2.282  -0.233
O: 5.507 -1.125 -2.144  0.007
C: 6.244 -0.072 -1.600  -0.286
O: 5.716 1.012 -1.263  0.102
C: 7.759 -0.267 -1.606  -0.469
F: 8.135 -0.236 -0.255  0.119
F: 8.047 -1.429 -2.188  0.182
F: 8.282 0.771 -2.323  0.157
H: 2.826 0.340 -3.466  0.065
H: 3.740 -0.826 -4.451  0.085
H: 4.557 0.544 -3.632  0.085
H: 3.585 -1.858 -2.067  0.119
H: 3.693 -0.332 -1.448  0.093
C: 1.161 3.338 -2.503  -0.033
C: -0.293 2.748 -2.612  -0.156
O: -1.248 3.756 -2.053  0.014
C: -1.486 3.617 -0.710  -0.305
O: -1.103 2.695 0.021  0.045
C: -2.262 4.827 -0.124  -0.493
F: -1.418 5.703 0.487  0.149
F: -2.846 5.544 -1.102  0.171
F: -3.182 4.438 0.785  0.155
H: 1.222 4.181 -3.192  0.082
H: 2.051 2.753 -2.733  0.072
H: 1.380 3.632 -1.477  0.071
H: -0.288 1.757 -2.158  0.090
H: -0.591 2.610 -3.651  0.107
C: -5.003 2.364 4.565  -0.007
C: -3.630 1.893 3.935  -0.254
O: -3.940 0.889 3.054  0.029
C: -2.990 0.274 2.294  -0.290
O: -1.890 0.812 2.082  0.049
C: -3.427 -1.126 1.753  -0.536
F: -4.778 -1.473 1.820  0.133
F: -3.043 -1.314 0.515  0.089
F: -2.684 -2.027 2.379  0.182
H: -5.466 2.673 3.628  0.087
H: -4.906 3.166 5.297  0.084
H: -5.263 1.458 5.113  0.085
H: -2.940 1.548 4.705  0.118
H: -3.065 2.742 3.549  0.118

## Properties
E_LUMO = -8.639 eV
relative energy (zero: lowest compared OMol25 entry of this formula, charge and spin) = 0.000 eV
frontier orbital gap = 3.164 eV
net charge = +1
E_tot = -496283.667 eV
highest occupied orbital energy = -11.8 eV


Density functional theory data (ωB97M-V/def2-TZVPD) for a structure of composition C18H22BrN7PPd in a non-equilibrium geometry.

Last column: Löwdin charge in e.
Element x y z (Å)
Pd: -0.166 0.047 -0.364  1.006
C: 4.264 0.780 3.392  0.003
N: 3.381 1.149 2.318  -0.107
C: 3.395 2.310 1.647  0.011
C: 2.376 2.240 0.698  -0.078
N: 1.762 1.050 0.805  0.048
C: 2.373 0.388 1.795  -0.425
P: 1.974 -1.297 2.416  1.218
C: 1.845 -2.105 0.767  -0.441
N: 1.263 -1.653 -0.355  -0.055
C: 1.466 -2.584 -1.309  -0.119
C: 2.174 -3.633 -0.759  -0.001
N: 2.397 -3.319 0.532  -0.119
C: 3.059 -4.152 1.499  -0.005
C: 0.171 -0.992 2.631  -0.415
N: -0.650 -0.307 1.825  0.020
C: -1.843 -0.222 2.452  -0.099
C: -1.753 -0.891 3.657  0.007
N: -0.497 -1.370 3.748  -0.103
C: 0.015 -2.219 4.792  0.007
H: 4.958 1.594 3.595  0.117
H: 4.844 -0.107 3.132  0.107
H: 3.700 0.576 4.304  0.105
H: 4.088 3.104 1.849  0.151
H: 2.101 2.979 -0.031  0.116
H: 1.125 -2.478 -2.320  0.073
H: 2.515 -4.544 -1.210  0.146
H: 3.378 -5.074 1.019  0.115
H: 2.381 -4.398 2.318  0.098
H: 3.939 -3.654 1.907  0.103
H: -2.680 0.308 2.037  0.129
H: -2.492 -1.036 4.421  0.152
H: -0.791 -2.476 5.476  0.117
H: 0.801 -1.725 5.362  0.109
H: 0.419 -3.139 4.365  0.101
Br: -0.718 -0.477 -3.290  0.954
C: -2.137 -1.383 -2.355  -0.647
C: -3.193 -1.982 -3.020  -0.033
C: -4.126 -2.674 -2.257  0.025
C: -3.980 -2.701 -0.876  0.015
C: -2.908 -2.028 -0.303  -0.086
N: -1.994 -1.389 -1.029  -0.008
H: -3.292 -1.896 -4.092  0.134
H: -4.956 -3.181 -2.730  0.145
H: -4.671 -3.231 -0.238  0.136
H: -2.779 -2.006 0.772  0.109
C: -0.531 2.111 -1.204  0.041
H: -0.526 2.757 -0.325  0.045
H: -1.516 2.001 -1.665  0.029
H: 0.250 2.343 -1.928  0.047

## Properties
E_LUMO (spin up / spin down) = -13.529 / -13.480 eV
frontier orbital gap (spin up / spin down) = 4.001 / 4.050 eV
net charge = +3
E_tot = -112234.368 eV
highest occupied orbital energy (spin up / spin down) = -17.5 / -17.5 eV


Density functional theory data (ωB97M-V/def2-TZVPD) for a cluster of 2 separate species, C18H22ClFNO3 in total.

Last column: Löwdin charge in e.
Element x y z (Å)
C: 1.963 0.875 3.542  -0.095
C: 0.660 0.656 2.749  -0.170
C: 0.861 0.272 1.298  -0.126
C: 1.987 0.688 0.595  0.021
C: 2.238 0.349 -0.732  -0.226
C: 3.518 0.839 -1.360  -0.121
C: 4.730 0.197 -0.690  -0.386
C: 4.863 -1.278 -1.003  -0.033
F: 5.891 0.858 -1.103  -0.032
C: 1.307 -0.445 -1.401  -0.500
Cl: 1.636 -0.929 -3.032  0.770
C: 0.147 -0.860 -0.740  -0.078
C: -0.069 -0.502 0.599  -0.028
C: -1.343 -0.971 1.245  -0.343
O: -1.918 -0.295 2.063  0.108
C: -1.867 -2.270 0.777  0.068
C: -1.650 -2.634 -0.491  -0.234
N: -2.121 -3.836 -1.054  0.109
C: -0.888 -1.723 -1.402  -0.297
O: -1.104 -1.728 -2.589  0.087
H: 2.162 1.934 3.711  0.072
H: 2.827 0.437 3.042  0.059
H: 1.896 0.393 4.518  0.067
H: 0.003 1.521 2.814  0.129
H: 0.130 -0.169 3.221  0.103
H: 2.707 1.310 1.113  0.119
H: 3.587 1.925 -1.301  0.131
H: 3.562 0.555 -2.411  0.078
H: 4.657 0.311 0.396  0.133
H: 5.709 -1.697 -0.457  0.080
H: 3.970 -1.818 -0.686  0.084
H: 4.998 -1.433 -2.073  0.085
H: -2.450 -2.885 1.449  0.128
H: -1.706 -4.620 -0.565  0.093
H: -1.820 -3.890 -2.022  0.082
C: -3.607 1.394 0.074  -0.117
C: -5.017 1.862 -0.361  -0.747
C: -4.908 2.407 -1.807  -0.131
O: -5.502 2.794 0.479  -0.343
H: -2.918 2.245 0.088  0.064
H: -3.648 0.964 1.071  0.043
H: -3.196 0.629 -0.615  0.052
H: -5.626 0.916 -0.448  0.096
H: -4.248 3.279 -1.823  0.053
H: -5.895 2.713 -2.164  0.048
H: -4.510 1.660 -2.514  0.044

## Properties
E_LUMO = 1.200 eV
frontier orbital gap = 3.345 eV
net charge = -1
E_tot = -41895.013 eV
highest occupied orbital energy = -2.1 eV


Density functional theory data (ωB97M-V/def2-TZVPD) for a structure of composition C18H22EuFN3O4 in a non-equilibrium geometry.

Last column: Löwdin charge in e.
Element x y z (Å)
C: 3.413 0.368 2.638  0.029
N: 3.308 0.390 1.187  0.132
C: 2.963 1.617 0.535  -0.024
C: 1.690 1.463 -0.460  -0.324
C: 1.775 0.091 -1.108  -0.381
O: 0.979 -0.789 -0.903  0.146
N: 2.859 -0.091 -1.981  0.198
C: 3.030 -1.489 -2.260  -0.512
O: 3.674 -2.224 -1.597  0.216
F: 2.376 -1.859 -3.337  0.187
C: 1.610 2.613 -1.484  -0.023
C: 0.165 3.116 -1.323  -0.016
C: -0.454 2.401 -0.113  -0.389
C: -1.741 1.622 -0.398  -0.067
C: -1.883 0.332 0.396  -0.146
C: -3.232 -0.375 0.057  -0.106
C: -3.103 -1.858 0.221  -0.182
C: -3.034 -2.708 -0.857  -0.210
C: -2.853 -4.160 -0.569  -0.247
C: -2.758 -4.622 0.703  -0.001
C: -2.864 -3.708 1.752  0.016
C: -3.032 -2.385 1.519  0.038
O: -0.767 3.284 0.987  0.103
C: 0.302 3.739 1.558  -0.306
N: 1.235 4.207 2.044  0.223
O: 0.616 1.602 0.404  0.001
H: 3.978 -0.510 2.931  0.113
H: 2.435 0.306 3.111  0.126
H: 3.963 1.256 2.961  0.141
H: 4.150 -0.038 0.793  0.173
H: 3.806 1.954 -0.069  0.163
H: 2.633 2.338 1.277  0.119
H: 3.750 0.211 -1.598  0.151
H: 2.377 3.366 -1.371  0.141
H: 1.638 2.143 -2.463  0.128
H: 0.266 4.156 -1.008  0.142
H: -0.436 3.099 -2.221  0.135
H: -2.529 2.310 -0.094  0.150
H: -1.815 1.446 -1.467  0.129
H: -1.075 -0.345 0.131  0.094
H: -1.797 0.499 1.467  0.134
H: -3.458 -0.137 -0.982  0.118
H: -4.006 -0.007 0.724  0.143
H: -3.066 -2.290 -1.881  0.051
H: -2.737 -4.915 -1.377  0.058
H: -2.598 -5.667 0.919  0.147
H: -2.790 -4.048 2.775  0.145
H: -3.087 -1.712 2.361  0.150
Eu: -3.875 -3.883 -2.539  1.792

## Properties
E_LUMO (spin up / spin down) = -10.542 / -11.773 eV
frontier orbital gap (spin up / spin down) = 7.337 / 6.103 eV
net charge = +3
E_tot = -53694.667 eV
highest occupied orbital energy (spin up / spin down) = -17.9 / -17.9 eV
spin multiplicity = 7
⟨S²⟩ = 12.02


Q: Which formula does entry 6 have?
A: C18H22EuFN3O4